(1)
The molecule CH4N4O3, computed with wB97M-V/def2-TZVPD.

CARTESIAN COORDINATES (ANGSTROEM)
N (0.888, -0.873, -1.098)
N (-0.104, -0.797, -0.231)
N (-0.962, 0.258, -0.111)
C (-0.756, 1.593, -0.050)
O (0.260, 2.276, -0.150)
N (0.544, -0.977, 1.301)
O (1.712, -1.071, 1.399)
O (-0.307, -1.094, 2.111)
H (1.678, -0.165, -1.183)
H (0.674, -1.208, -2.039)
H (-1.876, -0.019, 0.061)
H (-1.751, 2.077, -0.010)

Output
- HOMO energy: -9.885 eV
- Total charge: 0

***

(2)
The ion C7H2N5O6S with charge -1, computed with wB97M-V/def2-TZVPD.

CARTESIAN COORDINATES (ANGSTROEM)
N (-1.691, 3.315, 0.160)
C (-0.594, 2.952, 0.404)
S (0.966, 2.572, 0.821)
C (1.270, 0.478, 0.325)
C (0.570, 0.569, -0.970)
N (1.291, 1.239, -2.029)
O (0.669, 1.559, -3.073)
O (2.491, 1.485, -1.832)
C (-0.610, -0.110, -1.244)
C (-1.176, -0.986, -0.297)
N (-2.486, -1.544, -0.555)
O (-3.130, -2.134, 0.332)
O (-2.945, -1.343, -1.703)
C (-0.391, -1.318, 0.870)
N (-0.575, -2.342, 1.755)
O (0.496, -2.252, 2.608)
N (1.390, -1.190, 2.229)
O (2.417, -0.986, 2.858)
C (0.786, -0.601, 1.128)
H (2.367, 0.563, 0.409)
H (-1.113, 0.074, -2.196)

Output
- HOMO energy: -5.005 eV
- Total charge: -1

***

(3)
A structure of composition C15H35MnN6O8, computed with wB97M-V/def2-TZVPD.

CARTESIAN COORDINATES (ANGSTROEM)
Mn (-15.928, 29.676, 14.976)
N (-13.039, 30.930, 15.657)
O (-13.974, 30.277, 15.320)
O (-13.101, 32.169, 15.564)
O (-12.053, 30.295, 16.063)
C (-18.248, 33.331, 14.848)
C (-16.776, 32.876, 15.000)
O (-16.541, 31.669, 15.195)
N (-15.786, 33.724, 14.909)
C (-15.857, 35.177, 14.771)
H (-18.708, 33.609, 15.796)
H (-18.791, 32.518, 14.366)
H (-18.350, 34.136, 14.121)
H (-14.843, 33.395, 15.063)
H (-16.771, 35.610, 15.179)
H (-15.747, 35.453, 13.722)
H (-15.076, 35.637, 15.377)
C (-17.663, 29.906, 18.781)
C (-16.275, 29.671, 18.204)
O (-16.093, 29.269, 17.019)
N (-15.214, 29.916, 19.045)
C (-13.799, 29.771, 18.730)
H (-17.671, 30.241, 19.818)
H (-18.132, 28.923, 18.821)
H (-18.334, 30.523, 18.182)
H (-15.339, 30.198, 20.007)
H (-13.555, 29.052, 17.947)
H (-13.296, 29.285, 19.566)
H (-13.434, 30.730, 18.363)
C (-18.800, 27.461, 13.404)
C (-18.894, 28.437, 14.604)
O (-17.958, 29.152, 14.946)
N (-20.023, 28.465, 15.245)
C (-20.336, 29.346, 16.352)
H (-18.943, 27.962, 12.447)
H (-19.473, 26.605, 13.340)
H (-17.792, 27.056, 13.318)
H (-20.748, 27.945, 14.771)
H (-21.377, 29.660, 16.280)
H (-19.748, 30.264, 16.344)
H (-20.238, 28.862, 17.323)
C (-15.750, 25.910, 16.366)
C (-14.988, 26.702, 15.324)
O (-15.578, 27.644, 14.799)
N (-13.672, 26.478, 15.088)
C (-12.842, 27.194, 14.143)
H (-16.475, 25.305, 15.822)
H (-16.351, 26.561, 17.000)
H (-15.226, 25.308, 17.108)
H (-13.268, 25.649, 15.498)
H (-12.072, 27.869, 14.515)
H (-13.358, 27.751, 13.361)
H (-12.243, 26.457, 13.609)
C (-15.144, 29.430, 10.636)
C (-16.169, 29.846, 11.624)
O (-16.012, 29.846, 12.852)
N (-17.273, 30.457, 11.107)
C (-18.249, 31.257, 11.887)
H (-15.458, 28.531, 10.106)
H (-14.152, 29.317, 11.071)
H (-14.828, 30.150, 9.881)
H (-17.388, 30.466, 10.103)
H (-19.150, 31.517, 11.330)
H (-17.733, 32.122, 12.303)
H (-18.636, 30.770, 12.782)

Output
- HOMO energy (spin up / spin down): -10.633 / -10.774 eV
- Spin multiplicity: 6
- Total charge: +1

***

(4)
The molecule C11H18N4O4, computed with wB97M-V/def2-TZVPD.

CARTESIAN COORDINATES (ANGSTROEM)
O (-3.159, -0.598, -2.876)
N (-2.152, -0.375, -3.327)
O (-1.698, -1.003, -4.247)
C (-1.378, 0.643, -2.610)
C (-1.707, 1.315, -1.468)
N (-0.685, 2.108, -1.117)
C (-0.598, 2.885, 0.137)
C (0.324, 2.257, 1.238)
O (1.701, 2.387, 0.957)
C (-0.314, 0.894, 1.603)
N (0.512, -0.277, 1.329)
O (1.652, -0.125, 1.756)
C (0.577, -0.439, -0.137)
C (1.071, -1.867, -0.671)
C (0.489, -3.063, 0.236)
C (0.938, -2.700, 1.683)
C (0.094, -1.484, 2.038)
C (0.367, 1.932, -2.086)
N (-0.160, 1.168, -3.035)
H (-2.726, 1.244, -1.026)
H (-1.556, 3.088, 0.546)
H (-0.138, 3.831, -0.124)
H (0.202, 2.873, 2.156)
H (2.203, 1.682, 1.541)
H (-1.338, 0.743, 1.164)
H (-0.306, 0.894, 2.686)
H (-0.385, -0.280, -0.612)
H (1.271, 0.336, -0.499)
H (2.180, -1.852, -0.630)
H (0.846, -2.001, -1.761)
H (-0.634, -3.127, 0.073)
H (0.933, -4.119, -0.052)
H (0.746, -3.531, 2.380)
H (2.003, -2.558, 1.810)
H (0.381, -1.294, 3.034)
H (-0.944, -1.849, 1.937)
H (1.387, 2.261, -2.025)

Output
- HOMO energy: -8.960 eV
- Total charge: 0

***

(5)
A structure of composition CHBr3ClCu, computed with wB97M-V/def2-TZVPD.

CARTESIAN COORDINATES (ANGSTROEM)
Cu (3.879, 0.939, -1.677)
Cl (2.549, 0.596, 0.388)
C (-1.164, -0.231, 0.339)
Br (-1.636, 1.274, -0.714)
Br (-0.795, -1.773, -0.753)
Br (-2.576, -0.745, 1.513)
H (-0.256, -0.060, 0.905)

Output
- HOMO energy (spin up / spin down): -14.279 / -13.010 eV
- Spin multiplicity: 2
- Total charge: +1

***

(6)
A structure of composition C13H10ClIrO4PSSe2, computed with wB97M-V/def2-TZVPD.

CARTESIAN COORDINATES (ANGSTROEM)
Ir (-1.950, -2.548, -0.128)
Se (0.244, -3.291, 0.013)
P (-0.016, -0.047, -0.338)
Se (-2.172, -0.047, -0.437)
C (0.648, 0.738, 1.139)
C (2.026, 0.942, 1.250)
C (2.548, 1.483, 2.411)
C (1.708, 1.812, 3.467)
C (0.342, 1.597, 3.361)
C (-0.194, 1.056, 2.203)
C (0.818, 0.618, -1.794)
C (2.058, 0.097, -2.157)
C (2.714, 0.597, -3.273)
C (2.127, 1.597, -4.033)
C (0.879, 2.099, -3.684)
C (0.219, 1.610, -2.569)
H (2.683, 0.690, 0.427)
H (3.615, 1.646, 2.493)
H (2.120, 2.234, 4.374)
H (-0.315, 1.848, 4.184)
H (-1.258, 0.875, 2.128)
H (2.494, -0.712, -1.583)
H (3.677, 0.192, -3.556)
H (2.636, 1.981, -4.907)
H (0.417, 2.871, -4.285)
H (-0.757, 1.994, -2.300)
O (-5.040, -3.530, 2.328)
Cl (-4.267, -2.429, 1.875)
O (-4.490, -1.250, 2.640)
O (-4.514, -2.165, 0.468)
O (-2.819, -2.789, 1.975)
S (-3.397, -5.579, -0.918)
C (-2.785, -4.192, -0.774)

Output
- HOMO energy (spin up / spin down): -7.479 / -9.009 eV
- Spin multiplicity: 6
- Total charge: 0

***

(7)
A cluster of 2 separate species, C19H27F3O10 in total, computed with wB97M-V/def2-TZVPD.

CARTESIAN COORDINATES (ANGSTROEM)
C (-2.244, -3.227, -1.936)
C (-3.082, -2.185, -1.192)
C (-2.719, -0.735, -1.408)
O (-3.254, 0.126, -0.740)
O (-1.817, -0.381, -2.389)
C (-0.467, -0.650, -1.955)
C (0.496, 0.456, -2.360)
C (1.507, 0.833, -1.288)
C (2.669, -0.118, -1.080)
C (2.330, -1.569, -0.694)
C (2.158, -1.845, 0.750)
F (3.253, -1.657, 1.509)
C (1.079, -2.323, 1.360)
F (1.138, -2.925, 2.539)
F (-0.159, -2.279, 0.889)
O (2.197, 1.964, -1.946)
C (1.787, 3.161, -1.491)
O (2.275, 4.221, -1.786)
O (0.731, 2.940, -0.671)
C (0.951, 1.634, -0.066)
C (-0.429, 1.277, 0.453)
C (-0.972, 2.223, 1.522)
O (-1.273, 1.463, 2.717)
C (-2.580, 1.061, 2.782)
C (-2.776, -0.430, 2.756)
O (-3.505, 1.828, 2.877)
C (1.980, 1.951, 1.047)
C (1.883, 1.080, 2.296)
C (1.616, 1.889, 3.540)
O (1.816, 3.071, 3.639)
O (1.193, 1.181, 4.614)
H (-2.640, -4.210, -1.720)
H (-1.232, -3.239, -1.546)
H (-2.182, -3.052, -3.003)
H (-2.950, -2.364, -0.131)
H (-4.125, -2.354, -1.424)
H (-0.438, -0.849, -0.891)
H (-0.144, -1.567, -2.438)
H (0.968, 0.248, -3.303)
H (-0.095, 1.354, -2.517)
H (3.176, -0.169, -2.036)
H (3.398, 0.261, -0.376)
H (1.476, -1.984, -1.215)
H (3.182, -2.175, -0.992)
H (-0.519, 0.249, 0.777)
H (-1.096, 1.371, -0.398)
H (-1.888, 2.695, 1.196)
H (-0.287, 3.020, 1.773)
H (-3.344, -0.719, 3.630)
H (-1.834, -0.968, 2.796)
H (-3.307, -0.714, 1.857)
H (2.983, 1.968, 0.644)
H (1.775, 2.973, 1.328)
H (1.179, 0.261, 2.216)
H (2.852, 0.620, 2.471)
H (0.624, 0.461, 4.328)
O (-0.103, -1.006, -4.899)
H (-0.886, -1.509, -4.654)
H (-0.322, -0.636, -5.760)

Output
- HOMO energy: -10.321 eV
- Total charge: 0

***

(8)
A structure of composition C45H38AsBNO5PRu, computed with wB97M-V/def2-TZVPD.

CARTESIAN COORDINATES (ANGSTROEM)
Ru (1.000, 0.716, -0.775)
C (-3.579, 5.697, -1.208)
C (-2.231, 5.584, -1.517)
C (-1.575, 4.374, -1.325)
C (-2.268, 3.261, -0.847)
C (-3.635, 3.372, -0.570)
C (-4.274, 4.596, -0.731)
P (-1.344, 1.689, -0.872)
C (-2.194, 0.610, 0.320)
C (-2.922, 1.027, 1.436)
C (-3.492, 0.081, 2.278)
C (-3.310, -1.276, 2.045)
C (-2.528, -1.692, 0.974)
C (-1.982, -0.757, 0.108)
C (-1.791, 1.046, -2.496)
C (-3.066, 1.185, -3.050)
C (-3.275, 0.883, -4.399)
C (-2.232, 0.474, -5.205)
C (-0.934, 0.292, -4.682)
C (0.163, -0.108, -5.472)
C (1.427, -0.219, -4.926)
C (1.632, 0.030, -3.568)
C (0.568, 0.359, -2.747)
C (-0.716, 0.560, -3.293)
H (-4.097, 6.653, -1.342)
H (-1.678, 6.444, -1.915)
H (-0.505, 4.268, -1.545)
H (-4.210, 2.498, -0.228)
H (-5.333, 4.685, -0.481)
H (-3.048, 2.099, 1.658)
H (-4.086, 0.415, 3.142)
H (-3.776, -2.008, 2.715)
H (-2.334, -2.756, 0.800)
H (-1.390, -1.077, -0.751)
H (-3.905, 1.515, -2.430)
H (-4.282, 0.980, -4.821)
H (-2.399, 0.272, -6.275)
H (0.002, -0.289, -6.544)
H (2.276, -0.496, -5.565)
H (2.634, -0.053, -3.157)
O (2.189, -2.801, -2.575)
B (1.190, -2.222, -1.751)
O (-0.082, -2.533, -2.274)
C (0.145, -3.204, -3.456)
C (-0.761, -3.660, -4.364)
C (-0.247, -4.308, -5.488)
C (1.118, -4.484, -5.663)
C (2.043, -3.996, -4.732)
C (1.524, -3.364, -3.640)
H (-1.847, -3.521, -4.232)
H (-0.935, -4.690, -6.246)
H (1.488, -5.004, -6.553)
H (3.126, -4.108, -4.878)
C (1.533, -1.331, -0.565)
C (2.340, -1.458, 0.426)
C (3.186, -2.287, 1.180)
C (3.811, -3.379, 0.527)
C (4.590, -4.270, 1.229)
C (4.814, -4.097, 2.594)
C (4.269, -2.991, 3.235)
C (3.465, -2.101, 2.549)
H (3.611, -3.512, -0.542)
H (5.035, -5.122, 0.708)
H (5.401, -4.830, 3.157)
H (4.474, -2.821, 4.298)
H (3.013, -1.241, 3.061)
C (2.542, 1.514, 2.741)
As (0.772, 1.206, 1.951)
C (-0.133, 2.675, 2.917)
C (0.113, -0.285, 3.196)
C (0.170, 0.036, 4.637)
C (-0.872, 0.737, 5.250)
C (-0.818, 1.080, 6.592)
C (0.280, 0.721, 7.360)
C (1.312, 0.001, 6.776)
C (1.256, -0.342, 5.436)
H (2.505, 1.333, 3.826)
H (2.806, 2.563, 2.541)
H (3.280, 0.859, 2.257)
H (0.250, 2.713, 3.947)
H (-1.223, 2.520, 2.934)
H (0.105, 3.613, 2.389)
H (0.700, -1.186, 2.939)
H (-0.919, -0.453, 2.868)
H (-1.752, 1.022, 4.656)
H (-1.648, 1.640, 7.041)
H (0.322, 0.995, 8.413)
H (2.174, -0.309, 7.380)
H (2.073, -0.939, 4.996)
O (1.414, 2.760, -1.664)
N (1.663, 2.609, -0.429)
O (1.075, 3.312, 0.424)
O (2.750, 2.004, -0.115)

Output
- HOMO energy (spin up / spin down): -1.227 / -4.311 eV
- Spin multiplicity: 6
- Total charge: -1

***

(9)
A structure of composition C8H14OSi, computed with wB97M-V/def2-TZVPD.

CARTESIAN COORDINATES (ANGSTROEM)
C (-1.853, -0.212, 0.215)
C (-2.879, 0.505, 0.056)
C (-0.380, -2.504, -0.307)
C (-0.250, -1.276, 0.583)
C (-4.107, 1.286, -0.199)
C (1.224, 0.564, -1.707)
C (2.988, -0.845, 0.241)
C (1.172, 1.367, 1.481)
O (-0.762, -3.577, 0.124)
Si (1.251, -0.098, 0.125)
H (-0.046, -2.322, -1.334)
H (-0.633, -1.576, 1.582)
H (-4.738, 0.901, -0.955)
H (-3.624, 2.299, -0.609)
H (-4.674, 1.479, 0.698)
H (1.739, -0.272, -2.289)
H (0.262, 0.778, -2.064)
H (1.861, 1.369, -1.690)
H (2.793, -1.910, 0.069)
H (3.620, -0.262, -0.449)
H (3.321, -0.766, 1.257)
H (1.519, 0.950, 2.400)
H (1.896, 2.207, 1.355)
H (0.300, 1.916, 1.415)

Output
- HOMO energy: -9.448 eV
- Total charge: 0

***

(10)
A structure of composition C36H28FeN6O4S2, computed with wB97M-V/def2-TZVPD.

CARTESIAN COORDINATES (ANGSTROEM)
Fe (0.162, 0.062, -0.088)
C (2.593, 0.216, -2.165)
C (3.059, 0.099, -0.748)
C (4.409, 0.104, -0.411)
C (4.784, 0.016, 0.915)
C (3.804, -0.086, 1.892)
C (2.483, -0.088, 1.492)
N (2.122, 0.014, 0.198)
C (1.326, -0.162, 2.413)
C (1.358, -0.360, 3.783)
C (0.152, -0.390, 4.470)
C (-1.047, -0.230, 3.792)
C (-1.008, -0.040, 2.420)
N (0.161, -0.011, 1.778)
C (-2.164, 0.086, 1.505)
C (-3.473, 0.185, 1.930)
C (-4.473, 0.233, 0.968)
C (-4.127, 0.150, -0.363)
C (-2.784, 0.060, -0.727)
C (-2.389, -0.071, -2.165)
N (-1.824, 0.063, 0.200)
H (3.289, -0.272, -2.846)
H (2.516, 1.266, -2.456)
H (1.618, -0.261, -2.287)
H (5.151, 0.179, -1.194)
H (5.829, 0.030, 1.192)
H (4.067, -0.148, 2.938)
H (2.294, -0.497, 4.304)
H (0.148, -0.543, 5.540)
H (-1.988, -0.265, 4.322)
H (-3.712, 0.227, 2.982)
H (-5.510, 0.316, 1.264)
H (-4.884, 0.149, -1.136)
H (-2.980, -0.851, -2.646)
H (-1.341, -0.357, -2.259)
H (-2.568, 0.860, -2.705)
O (1.871, 7.807, 3.096)
S (1.566, 8.968, 2.283)
O (0.492, 9.802, 2.779)
O (2.718, 9.672, 1.759)
C (0.839, 8.252, 0.779)
N (0.404, 9.086, -0.176)
C (-0.117, 8.543, -1.257)
C (-0.235, 7.165, -1.442)
C (0.244, 6.397, -0.399)
N (0.775, 6.930, 0.693)
C (0.215, 4.899, -0.379)
C (-0.288, 4.117, -1.413)
C (-0.278, 2.742, -1.283)
N (0.199, 2.109, -0.204)
C (0.698, 2.869, 0.781)
C (0.722, 4.245, 0.740)
H (-0.464, 9.227, -2.026)
H (-0.670, 6.757, -2.342)
H (-0.687, 4.556, -2.316)
H (-0.666, 2.116, -2.078)
H (1.091, 2.345, 1.642)
H (1.124, 4.832, 1.556)
C (-2.322, -10.585, -2.250)
C (-1.946, -9.153, -1.959)
O (-2.740, -8.256, -1.906)
S (-0.186, -8.947, -1.703)
C (-0.102, -7.214, -1.368)
C (-0.509, -6.713, -0.137)
C (-0.450, -5.355, 0.114)
C (0.031, -4.468, -0.855)
C (0.452, -4.985, -2.082)
C (0.380, -6.343, -2.338)
C (0.084, -3.060, -0.590)
C (0.124, -1.862, -0.372)
H (-3.193, -10.845, -1.651)
H (-1.508, -11.279, -2.052)
H (-2.598, -10.654, -3.303)
H (-0.879, -7.391, 0.621)
H (-0.774, -4.964, 1.069)
H (0.832, -4.309, -2.837)
H (0.700, -6.734, -3.295)

Output
- HOMO energy: -7.127 eV
- Total charge: 0

***

(11)
The molecule C5H9NO, computed with wB97M-V/def2-TZVPD.

CARTESIAN COORDINATES (ANGSTROEM)
C (-0.996, -1.141, -0.074)
C (-0.025, -0.023, -0.300)
C (0.808, -0.205, -1.547)
C (-0.351, 1.351, 0.341)
C (0.419, 0.948, 1.633)
O (0.490, 1.618, 2.600)
N (0.936, -0.214, 1.223)
H (-1.672, -1.093, 0.781)
H (-0.611, -2.114, -0.048)
H (-1.602, -1.173, -1.085)
H (0.335, 0.414, -2.287)
H (1.032, -1.264, -1.696)
H (1.835, 0.358, -1.473)
H (-1.530, 1.394, 0.389)
H (-0.171, 2.159, -0.301)
H (1.104, -1.014, 1.844)

Output
- HOMO energy: -9.421 eV
- Total charge: 0

***

Max |F| values, unit eV/Å, following the record order: 4.0 3.0 5.5 9.5 1.5 0.4 2.0 4.0 5.0 0.5 4.7.